Entry 1:
Density functional theory data (ωB97M-V/def2-TZVPD) for a 3-piece molecular cluster, C2H8IN2 overall in a non-equilibrium geometry.

Geometry as XYZ:
```
13
Properties=species:S:1:pos:R:3:nbo_charge:R:1
C -2.17793 0.29966 0.29811 -0.53
C 0.92286 0.23663 0.09967 0.36
N 1.32683 -0.63761 1.06171 -0.72
N 0.05333 -0.17857 -0.89311 -0.70
I 2.88275 0.73262 -2.13379 0.02
H -2.97787 0.72308 -0.28423 0.21
H -1.73046 -0.72766 0.41123 0.16
H -1.99227 0.76038 1.28578 0.17
H 1.03061 1.40846 0.06379 0.29
H 0.87772 -1.56557 1.06438 0.44
H 1.82585 -0.22616 1.82175 0.45
H -0.07819 0.36307 -1.70479 0.44
H 0.03677 -1.18834 -1.09050 0.42
```

Values from the calculation:
* LUMO energy (alpha / beta): -0.1669 / -0.2590 Eh
* HOMO energy (alpha / beta): -14.10 / -12.47 eV
* charge: +1
* relative energy (zero: lowest compared OMol25 entry of this formula, charge and spin): 91.4 kcal per mole

---

Entry 2:
Density functional theory data (ωB97M-V/def2-TZVPD) for a 2-piece molecular cluster, C5H7F3O2S overall in a non-equilibrium geometry.

Geometry as XYZ:
```
18
Properties=species:S:1:pos:R:3:nbo_charge:R:1
C -1.44619 2.44858 -1.36629 -0.11
C -0.79938 2.77692 -0.12408 -0.02
C 0.92551 -1.36531 0.18428 0.73
C -0.15309 -3.34555 0.69377 -0.29
C 1.80732 -0.22653 0.73066 0.42
O 0.23357 -1.15692 -0.79274 -0.60
O 0.93256 -2.40307 0.95550 -0.47
F 2.19867 0.42305 -0.40780 -0.35
F 2.97845 -0.71198 1.25779 -0.34
F -2.81829 2.76341 -1.29477 -0.36
S 1.06720 0.95320 1.80155 -0.22
H -1.06704 3.05051 -2.24499 0.25
H -1.47719 1.41081 -1.67021 0.27
H 0.23319 2.69445 0.07505 0.25
H -1.39779 3.32802 0.59383 0.22
H -0.01136 -4.38004 1.16012 0.22
H -0.10652 -3.48759 -0.42354 0.21
H -1.09963 -2.77198 0.87187 0.21
```

Values from the calculation:
* LUMO energy (alpha / beta): -0.1175 / -0.1175 Eh
* HOMO energy (alpha / beta): -8.70 / -8.70 eV
* charge: 0
* relative energy (zero: lowest compared OMol25 entry of this formula, charge and spin): 74.9 kcal per mole

---

Entry 3:
Density functional theory data (ωB97M-V/def2-TZVPD) for C59H40Cl6N10W as an isolated structure.

Geometry as XYZ:
```
116
Properties=species:S:1:pos:R:3:lowdin_charge:R:1
W -0.10004 -1.07446 -0.23870 1.81
Cl 1.19997 4.83382 -8.32011 0.72
C 0.66262 4.03321 -6.88926 -0.66
C 0.62889 2.64680 -6.85015 -0.08
C 0.21124 2.01192 -5.69455 -0.02
C -0.18282 2.74892 -4.57651 -0.17
C -0.13710 4.14496 -4.64094 -0.02
C 0.28152 4.78977 -5.78716 -0.09
C -0.58860 2.04562 -3.35725 -0.09
C -0.33965 0.51721 -3.23119 -0.12
C -1.71137 0.00757 -2.82614 -0.04
C -2.26295 0.54722 -1.74978 -0.02
C -0.14201 1.03525 -0.76790 -0.23
C 1.28011 1.35944 -1.24611 -0.17
C 1.81533 2.52956 -1.99381 -0.19
C 1.66919 3.81698 -1.49130 -0.02
C 2.23402 4.88959 -2.15808 -0.08
C 2.95612 4.66216 -3.32389 -0.66
Cl 3.61787 6.00430 -4.18326 0.73
C 3.14310 3.37893 -3.81168 -0.07
C 2.57164 2.31184 -3.13842 -0.01
C 2.20207 0.77383 -0.23953 -0.18
N 1.63222 -0.23584 0.41259 -0.10
C 2.25886 -0.42110 1.61730 -0.23
C 1.47848 -0.71282 2.75772 -0.01
C 2.21124 -0.88557 4.02510 -0.19
C 3.11202 -1.94955 4.10646 -0.01
C 3.85300 -2.15954 5.25589 -0.07
C 3.71623 -1.27667 6.31878 -0.66
Cl 4.64076 -1.52206 7.75213 0.73
C 2.85535 -0.18961 6.23915 -0.08
C 2.10106 0.00044 5.09593 -0.02
C 0.07357 -0.50774 2.73732 -0.24
C -0.72402 -0.13491 3.84028 -0.04
C -1.78358 0.60502 3.35427 -0.01
C -1.63968 0.69248 1.94528 -0.19
N -0.60288 -0.11464 1.57969 -0.05
C -2.26902 1.80696 1.18241 -0.03
C -2.08591 2.31162 -0.06606 -0.11
C -2.43228 3.61380 -0.61287 0.05
C -1.91069 3.78762 -1.84619 0.06
C -1.22154 2.61090 -2.31336 -0.11
N -1.41332 1.63622 -1.18245 -0.06
C -3.14768 2.69045 2.02058 -0.25
C -2.60554 3.53917 2.98241 -0.03
C -3.42349 4.36572 3.73267 -0.08
C -4.79662 4.33895 3.52220 -0.66
Cl -5.81980 5.36029 4.46310 0.72
C -5.35317 3.50879 2.56151 -0.08
C -4.52135 2.69216 1.80998 -0.02
C 3.40590 0.42432 1.60688 0.05
C 3.35937 1.18679 0.44173 0.04
N 0.43320 0.31107 -1.88023 -0.05
H 0.93304 2.07803 -7.71726 0.11
H 0.18797 0.93331 -5.63539 0.10
H -0.38006 4.74679 -3.77720 0.10
H 0.32960 5.86829 -5.83300 0.11
H -2.25044 -0.72461 -3.41755 0.13
H -3.23964 0.45681 -1.30186 0.14
H 1.10731 3.98670 -0.57985 0.13
H 2.12298 5.89753 -1.78407 0.12
H 3.71708 3.22283 -4.71376 0.12
H 2.69825 1.30767 -3.52330 0.13
H 3.21191 -2.63252 3.27162 0.12
H 4.53504 -2.99394 5.33175 0.12
H 2.78836 0.50263 7.06603 0.12
H 1.46018 0.86826 5.02118 0.12
H -0.50796 -0.35569 4.87102 0.12
H -2.53585 1.10514 3.93604 0.12
H -2.99396 4.34965 -0.06172 0.13
H -2.02939 4.68350 -2.43379 0.13
H -1.53434 3.56394 3.13961 0.13
H -3.00763 5.03078 4.47597 0.12
H -6.42198 3.50843 2.40329 0.11
H -4.95201 2.05126 1.04982 0.12
H 4.11378 0.52316 2.41342 0.13
H 4.03585 1.96865 0.14272 0.12
N -3.91161 -3.01357 0.43074 0.08
C -3.17150 -1.95551 0.72080 -0.16
N -2.17860 -1.88049 -0.16102 0.00
C -2.37534 -2.98601 -0.95526 -0.32
N -3.42479 -3.68797 -0.63307 0.19
C -1.43433 -3.23454 -2.03614 -0.18
C -1.50151 -4.26674 -2.95235 -0.02
N -0.61677 -4.35967 -3.94082 0.13
C 0.30961 -3.42158 -4.02256 -0.05
C 0.41958 -2.38297 -3.09539 -0.07
N -0.45191 -2.31119 -2.08904 -0.02
H -4.73377 -3.34423 0.91620 0.15
H -3.37297 -1.26965 1.52567 0.11
H -2.27489 -5.02012 -2.87898 0.14
H 1.00830 -3.48012 -4.84703 0.13
H 1.17881 -1.62148 -3.16942 0.10
Cl -4.94203 -2.90789 3.85236 0.55
C -3.35099 -3.00214 4.62767 -0.93
Cl -2.05311 -3.00517 3.41993 0.64
H -3.29231 -3.92079 5.19960 0.04
H -3.23185 -2.12538 5.25431 0.03
C 3.38758 -2.49991 -0.76134 -0.03
C 2.74678 -3.71232 -0.15326 -0.19
C 3.49394 -4.87872 -0.07460 -0.03
C 2.95627 -6.04767 0.44304 -0.04
C 1.63805 -6.07569 0.86042 -0.03
C 0.84670 -4.93701 0.81318 -0.20
C -0.58578 -5.03855 1.23890 -0.06
C 1.41898 -3.74499 0.33195 -0.23
N 0.62682 -2.61067 0.26444 -0.06
H 4.15785 -2.80719 -1.46619 0.09
H 3.86208 -1.87190 -0.00514 0.08
H 2.67294 -1.87035 -1.29272 0.04
H 4.51226 -4.87094 -0.44060 0.12
H 3.56184 -6.94142 0.50174 0.12
H 1.20411 -6.99817 1.22477 0.13
H -1.07668 -5.85485 0.70709 0.10
H -1.14026 -4.12363 1.04867 0.01
H -0.65943 -5.25251 2.30522 0.07
```

Values from the calculation:
* LUMO energy: -0.2454 Eh
* HOMO energy: -12.03 eV
* charge: +2
* relative energy (zero: lowest compared OMol25 entry of this formula, charge and spin): 166.4 kcal per mole